Record 1
The following is a DFT calculation (ωB97M-V/def2-TZVPD) of a 2-piece molecular cluster, C2H4BrCl overall.

```
! RIJCOSX wB97M-V def2-TZVPD def2/J DEFGRID3
* xyz 0 1
Br -2.3355 -0.6596 0.5512
Cl 2.1285 -0.5798 0.3651
C 0.9759 0.6623 0.6469
C -1.0037 -0.4221 -0.7770
H -1.3525 0.0331 -1.6165
H 0.4960 0.6502 1.5771
H 1.4133 1.6357 0.1924
H -0.3219 -1.3198 -0.9392
*
```

Properties
- lowest unoccupied orbital energy (alpha / beta) (eV) = -0.10 / -0.19
- energy relative to the best compared isomer or geometry (same formula, charge and spin) (eV) = 4.088
- HOMO level (alpha / beta) (eV) = -8.705 / -8.704

How is the electron density shared among the atoms? According to natural (NBO), the charges in e are: 0.040, -0.011, -0.364, -0.422, 0.164, 0.187, 0.206, 0.201

---

Record 2
The following is a DFT calculation (ωB97M-V/def2-TZVPD) of a 2-piece molecular cluster, C29H52FNO2 overall.

```
! RIJCOSX wB97M-V def2-TZVPD def2/J DEFGRID3
* xyz 0 1
F 2.5881 -6.4669 -1.8969
O 3.2324 -2.8761 -2.0237
O 3.6296 -4.8405 -0.9483
N -1.2513 -4.3465 -0.3328
C 3.3430 0.6995 -1.7337
C 4.1765 -0.5979 -1.9380
C 3.5403 -1.7865 -1.1671
C -1.4214 4.4850 2.6718
C 1.4114 -4.1511 -0.9535
C -1.1709 3.0364 3.1580
C -2.6998 0.5678 -2.8504
C -1.1413 -2.3875 1.2336
C 2.8761 -4.0061 -1.2775
C -1.6837 -1.1468 0.4615
C 2.9007 2.2495 0.3037
C 3.2666 1.9671 1.7900
C -2.6797 -4.4677 -0.0257
C -0.5361 -3.3775 0.2668
C -4.2566 0.7078 -2.8615
C -4.6976 1.6033 -1.6964
C -0.6824 4.8753 1.3764
C 0.6293 -5.1409 -1.5553
C 3.9536 1.6587 -0.6845
C -0.6912 -5.2185 -1.2067
C 0.2522 2.5027 2.8413
C -0.8429 -1.0451 -1.9987
C -0.7075 -0.5211 -0.5576
C -4.1870 3.0453 -1.8322
C 2.0365 0.8195 3.7655
C 0.6964 1.5877 3.9960
C -2.2379 -0.8947 -2.6439
C 0.8206 -3.2923 -0.0301
C 2.4918 0.7076 2.3049
H -2.5949 -1.4383 -0.0629
H -2.2553 1.1587 -2.0455
H -1.9272 2.3176 2.8266
H 1.4025 -2.5377 0.4801
H 2.8208 1.2137 4.4169
H 4.2819 -2.1080 -0.4235
H -2.8442 -4.6559 1.0354
H -1.9912 -2.8385 1.7532
H -1.2260 5.1735 3.4985
H 1.6977 0.4096 1.6195
H -0.4032 -2.1263 1.9934
H -0.1143 0.8798 4.1980
H -2.2670 0.9007 -3.7980
H -1.8771 -0.3813 1.2200
H -1.1160 5.8146 1.0225
H -4.5520 3.4937 -2.7603
H 4.1772 -0.8274 -3.0037
H 1.9007 1.8539 0.1026
H 0.9492 3.3390 2.7493
H 0.3673 5.0632 1.6087
H -2.1572 -1.3446 -3.6419
H 3.2323 -0.1070 2.2811
H -4.5297 1.1269 -3.8334
H 0.3427 -0.6516 -0.2750
H -1.3614 -5.9721 -1.5975
H 2.6501 -1.3748 -0.6755
H -4.5068 3.6354 -0.9683
H -0.8699 0.5624 -0.5295
H 2.9582 2.7943 2.4342
H -0.5665 -2.1025 -2.0918
H 0.8484 2.2441 4.8584
H -3.2348 -3.5805 -0.3345
H -5.7858 1.6053 -1.5826
H 4.3419 1.8137 1.9041
H -0.8113 4.0823 0.6415
H -2.4985 4.5745 2.4734
H -1.2163 3.0663 4.2537
H -4.2424 1.1939 -0.7832
H 4.4224 2.5262 -1.1590
H 3.3480 1.2201 -2.6984
H -3.1061 -5.3091 -0.5717
H 1.0930 -5.8481 -2.2510
H 1.8649 -0.2090 4.1137
H -2.9826 -1.4966 -2.1080
H 2.2980 0.4964 -1.4843
H 2.8179 3.3370 0.1932
H 4.7393 1.1892 -0.0828
H 0.2391 2.0013 1.8687
H -4.6471 -0.3074 -2.7479
H 5.1652 -0.4037 -1.5222
H -3.0964 3.0886 -1.8268
H -0.1354 -0.5052 -2.6423
*
```

Properties
- lowest unoccupied orbital energy (eV) = -0.53
- HOMO level (eV) = -7.257

How is the electron density shared among the atoms? According to Löwdin, the charges in e are: -0.567, -0.003, 0.176, -0.044, -0.190, -0.132, -0.194, -0.254, -0.032, -0.208, -0.193, -0.099, -0.437, -0.150, -0.193, -0.185, 0.014, -0.188, -0.200, -0.265, -0.110, 0.034, -0.181, 0.011, -0.227, -0.187, -0.194, -0.111, -0.197, -0.190, -0.209, 0.053, -0.218, 0.089, 0.079, 0.103, 0.118, 0.109, 0.134, 0.105, 0.105, 0.102, 0.080, 0.124, 0.105, 0.114, 0.108, 0.069, 0.076, 0.114, 0.079, 0.095, 0.063, 0.115, 0.106, 0.107, 0.078, 0.136, 0.087, 0.069, 0.099, 0.090, 0.100, 0.109, 0.095, 0.103, 0.104, 0.069, 0.096, 0.098, 0.101, 0.106, 0.106, 0.099, 0.090, 0.098, 0.086, 0.082, 0.102, 0.098, 0.093, 0.097, 0.104, 0.058, 0.118

---

Record 3
The following is a DFT calculation (ωB97M-V/def2-TZVPD) of a 2-piece molecular cluster, CH6NO2 overall.

```
! RIJCOSX wB97M-V def2-TZVPD def2/J DEFGRID3
* xyz -1 1
O -0.6344 0.7184 -0.3566
O -1.1509 -1.5396 -0.5479
N 1.2115 0.2422 1.1032
C 0.6672 0.8718 -0.2126
H 1.2774 -0.8314 1.0931
H 0.9577 1.9238 -0.1350
H -1.4315 -0.9069 0.1465
H 1.2234 0.0091 -0.8443
H 0.4295 0.4835 1.7522
H -0.6574 -1.0348 -1.2232
*
```

Properties
- lowest unoccupied orbital energy (eV) = 4.91
- energy relative to the best compared isomer or geometry (same formula, charge and spin) (eV) = 1.448
- HOMO level (eV) = -2.795

How is the electron density shared among the atoms? According to natural (NBO), the charges in e are: -0.960, -1.018, -0.955, 0.130, 0.336, 0.108, 0.503, 0.039, 0.325, 0.492

---

no.,largest force on an atom (eV/A)
1,4.311
2,2.076
3,4.124